Record 1
Below is 2 unconnected molecules or ions with the total composition C4H10N2O4 in a non-equilibrium geometry, with properties calculated with wB97M-V/def2-TZVPD.

Summary:
**E_HOMO**: -8.479 eV
**Energy above the lowest of the compared OMol25 structures with the same formula, charge and spin**: 266.7 kJ/mol
**Kohn-Sham gap**: 9.1 eV
**Charge**: 0

Last column: Löwdin charge in e.
Positions of all 20 atoms, in Å:
O: -1.92 0.76 1.10  0.139
O: 1.42 -0.78 -0.63  -0.011
O: -1.69 -1.21 0.42  0.016
O: -1.12 0.45 -0.98  0.025
N: 0.63 0.27 1.16  0.089
N: 2.94 0.55 0.55  0.084
C: -1.33 -2.33 -0.42  0.030
C: 1.59 -0.05 0.32  -0.729
C: -0.46 1.70 -1.24  0.004
C: -1.31 0.01 0.21  -0.581
H: -1.74 -2.15 -1.38  0.086
H: 0.84 0.96 1.93  0.094
H: -1.95 0.42 2.01  0.153
H: -1.13 2.11 -2.07  0.134
H: 0.58 1.51 -1.51  0.090
H: -0.41 2.30 -0.34  0.089
H: -1.86 -3.06 0.04  0.062
H: 3.48 0.78 1.36  0.044
H: 3.61 0.10 -0.07  0.060
H: -0.18 -2.35 -0.46  0.123

Record 2
Below is a molecular structure, C6H11NO2, with properties calculated with wB97M-V/def2-TZVPD.

Summary:
**E_HOMO**: -8.120 eV
**Energy above the lowest of the compared OMol25 structures with the same formula, charge and spin**: 403.2 kJ/mol
**Kohn-Sham gap**: 8.5 eV
**Charge**: 0

Last column: Löwdin charge in e.
Positions of all 20 atoms, in Å:
O: 1.52 -0.20 1.37  0.111
O: -1.75 -0.54 -1.13  -0.109
N: -0.28 -1.60 0.85  0.190
C: -1.63 1.07 1.39  -0.037
C: -0.88 0.36 -0.99  -0.390
C: 1.95 0.22 -1.73  -0.029
C: 0.85 -0.44 -1.38  -0.119
C: 0.36 -0.41 0.73  -0.426
C: -0.48 0.79 0.44  -0.268
H: 0.30 -2.43 0.86  0.122
H: -1.28 1.20 2.42  0.081
H: -1.10 -1.63 0.22  0.105
H: 2.18 1.20 -1.33  0.058
H: 0.62 -1.42 -1.79  0.084
H: 2.04 -1.02 1.43  0.131
H: -2.15 1.98 1.09  0.084
H: 0.20 1.64 0.38  0.147
H: -0.80 1.16 -1.75  0.135
H: 2.68 -0.18 -2.44  0.050
H: -2.35 0.25 1.37  0.079

Record 3
Below is a molecular structure, C21H14AsCrS6, with properties calculated with wB97M-V/def2-TZVPD.

Summary:
**Spin multiplicity**: 5
**E_HOMO (spin up / spin down)**: -3.912 / -4.103 eV
**Kohn-Sham gap (spin up / spin down)**: 6.3 / 6.5 eV
**Charge**: -1

Last column: Löwdin spin population.
Positions of all 43 atoms, in Å:
As: 0.13 -0.55 -1.23  0.018
Cr: -2.27 -0.52 0.94  3.848
S: -3.86 -3.21 4.70  0.002
S: -3.94 -2.11 0.52  -0.003
S: -5.31 -4.04 2.38  0.001
S: -2.25 -1.12 3.25  0.007
S: -2.91 0.68 -1.04  0.019
S: -5.87 -5.39 4.98  -0.003
C: 1.10 -0.56 2.86  0.006
C: -0.32 1.19 -1.98  0.004
C: 2.58 -1.34 -2.53  0.001
C: 2.96 0.31 -0.84  0.001
C: -3.47 -2.37 3.22  0.011
C: -5.06 -4.27 4.07  -0.001
C: 0.59 1.97 -2.69  0.000
C: 4.81 -0.54 -2.12  0.000
C: -4.14 -2.76 2.12  0.009
C: -0.10 1.50 2.52  0.007
C: -1.10 3.60 -3.14  0.000
C: -0.26 1.18 1.17  0.010
C: 4.31 0.30 -1.12  0.000
C: 3.94 -1.36 -2.82  0.000
C: 0.24 -0.02 0.67  0.010
C: 2.08 -0.50 -1.54  0.008
C: 0.90 -0.89 1.54  0.017
C: -2.02 2.83 -2.44  0.002
C: 0.59 0.64 3.36  0.011
C: -1.66 1.61 -1.86  0.005
C: 0.21 3.17 -3.27  0.004
H: -1.42 4.53 -3.59  0.000
H: 1.61 -1.24 3.52  0.000
H: 1.62 1.64 -2.79  0.000
H: -0.73 1.90 0.51  0.002
H: 0.70 0.88 4.41  0.001
H: -3.05 3.16 -2.34  0.000
H: 2.58 0.97 -0.06  0.000
H: 4.32 -2.01 -3.60  0.000
H: 5.87 -0.55 -2.34  0.000
H: 0.94 3.76 -3.81  0.000
H: 1.91 -1.99 -3.08  0.000
H: 1.27 -1.84 1.16  0.001
H: 4.99 0.94 -0.56  0.000
H: -0.52 2.42 2.91  0.000

Record 4
Below is a gas-phase ion, C10H22N3O2 (charge +1) in a non-equilibrium geometry, with properties calculated with wB97M-V/def2-TZVPD.

Summary:
**SMILES**: CCOC(OCC)/C(CC)=N\C=[N+](\C)N
**E_HOMO**: -12.643 eV
**Energy above the lowest of the compared OMol25 structures with the same formula, charge and spin**: 324.3 kJ/mol
**Kohn-Sham gap**: 9.3 eV
**Charge**: +1

Last column: Löwdin charge in e.
Positions of all 37 atoms, in Å:
O: 0.30 1.01 -1.23  -0.091
O: 0.87 -1.13 -0.19  -0.110
N: -0.02 1.04 2.00  0.134
N: -0.03 -0.14 2.70  -0.187
N: -1.20 -1.01 1.00  0.174
C: -0.07 -0.31 -0.88  -0.262
C: -2.62 0.41 -0.27  -0.141
C: 0.60 2.86 -2.64  -0.053
C: 2.40 -2.68 -1.52  -0.080
C: -3.73 0.44 0.80  -0.055
C: -1.29 -0.19 0.08  -0.145
C: 0.81 -0.41 3.79  -0.065
C: 2.20 -1.41 -0.66  -0.215
C: 0.56 1.35 -2.60  -0.240
C: -0.64 -1.17 2.09  -0.080
H: 2.25 -2.74 -2.61  0.077
H: 0.93 3.24 -3.65  0.111
H: -0.24 -0.97 -1.83  0.209
H: 1.50 0.91 -2.82  0.100
H: -0.46 -2.20 2.48  0.188
H: -2.76 -0.07 -1.26  0.148
H: -0.40 3.28 -2.47  0.077
H: 1.69 -1.08 3.56  0.107
H: 2.64 -0.57 -1.30  0.128
H: 3.44 -3.01 -1.51  0.076
H: 1.81 -3.47 -1.10  0.066
H: 1.18 3.28 -1.86  0.062
H: 1.29 0.50 4.17  0.101
H: -4.64 0.91 0.43  0.083
H: -2.33 1.43 -0.60  0.138
H: 0.90 1.39 1.82  0.124
H: -3.52 0.96 1.69  0.058
H: 3.02 -1.47 0.10  0.130
H: 0.00 0.90 -3.37  0.110
H: -4.00 -0.65 0.95  0.103
H: 0.35 -0.87 4.70  0.113
H: -0.77 1.68 2.01  0.106

Record 5
Below is a molecular structure, C4H9N in a non-equilibrium geometry, with properties calculated with wB97M-V/def2-TZVPD.

Summary:
**E_HOMO**: -6.185 eV
**Energy above the lowest of the compared OMol25 structures with the same formula, charge and spin**: 674.7 kJ/mol
**Kohn-Sham gap**: 5.8 eV
**Charge**: 0

Last column: Löwdin charge in e.
Positions of all 14 atoms, in Å:
N: 1.12 -1.11 0.79  0.080
C: -1.92 -0.17 -0.14  -0.135
C: -0.75 0.67 0.33  -0.188
C: 1.65 0.68 -0.69  -0.053
C: 0.56 0.06 0.15  -0.473
H: 1.24 1.28 -1.50  0.071
H: -1.85 -0.59 -1.17  0.077
H: 0.32 -1.13 -0.19  0.162
H: 2.26 1.35 -0.09  0.079
H: -1.50 -0.82 0.66  0.062
H: -0.94 1.27 1.24  0.101
H: 0.53 -1.39 1.59  0.078
H: -2.95 0.07 0.09  0.059
H: 2.25 -0.16 -1.06  0.079

Record 6
Below is a molecular structure, C4H11NP in a non-equilibrium geometry, with properties calculated with wB97M-V/def2-TZVPD.

Summary:
**E_HOMO**: -13.535 eV
**Energy above the lowest of the compared OMol25 structures with the same formula, charge and spin**: 294.0 kJ/mol
**Kohn-Sham gap**: 9.7 eV
**Charge**: +1

Last column: Löwdin charge in e.
Positions of all 17 atoms, in Å:
P: -2.38 -0.53 -0.24  0.890
N: -0.45 1.88 -0.07  0.202
C: 0.43 -0.24 1.17  -0.123
C: 1.05 -1.15 0.11  -0.160
C: 0.66 -0.26 -1.08  -0.144
C: -0.26 0.42 -0.07  -0.459
H: -2.98 0.21 0.67  -0.207
H: -0.02 -0.71 1.90  0.047
H: 0.42 2.41 0.03  0.183
H: 0.09 -0.70 -1.90  0.108
H: 1.43 0.22 -1.47  0.072
H: -0.83 2.09 0.83  0.157
H: 2.17 -1.33 0.19  0.142
H: -2.05 -1.55 0.69  -0.112
H: -1.03 2.09 -0.89  0.175
H: 0.51 -2.14 0.01  0.129
H: 1.11 0.41 1.63  0.098

Record 7
Below is 10 unconnected molecules or ions with the total composition C13H46N8O10 in a non-equilibrium geometry, with properties calculated with wB97M-V/def2-TZVPD.

Summary:
**SMILES**: NC(N)=O.NC(N)=O.NC(N)=O.NC(N)=O.CCO.CCO.CCO.CO.CO.CO
**E_HOMO**: -8.275 eV
**Energy above the lowest of the compared OMol25 structures with the same formula, charge and spin**: 577.4 kJ/mol
**Kohn-Sham gap**: 8.5 eV
**Charge**: 0

Last column: Löwdin charge in e.
Positions of all 77 atoms, in Å:
O: -0.62 -3.32 0.18  -0.150
O: -4.76 0.66 -0.56  -0.094
O: 1.06 -0.58 -1.00  -0.152
O: 2.95 -3.48 -1.69  -0.142
O: -1.90 -4.28 2.37  -0.143
O: 2.89 1.16 0.95  -0.115
O: 1.66 2.97 -1.39  -0.107
O: -1.66 1.58 2.17  -0.176
O: 3.13 -1.37 1.95  -0.116
O: -2.99 3.03 -0.74  -0.134
N: 3.59 -1.25 -1.40  0.159
N: -3.58 2.96 1.93  0.205
N: -1.75 1.78 -2.30  0.154
N: 5.15 -2.70 -1.69  0.135
N: -3.22 3.24 -3.06  0.141
N: -0.15 1.33 -0.20  0.144
N: -2.76 2.69 3.96  0.161
N: -0.68 -0.57 0.70  0.205
C: -2.64 2.69 -2.03  -0.620
C: 0.09 0.05 -0.16  -0.505
C: -0.77 -3.19 -1.22  -0.288
C: 1.76 1.74 2.94  -0.066
C: 3.88 -2.48 -1.55  -0.690
C: -1.31 -3.28 3.21  -0.148
C: 2.02 -2.17 1.76  -0.186
C: 2.31 1.80 -3.43  -0.079
C: -3.68 -0.07 -0.07  -0.184
C: 1.53 2.96 -2.84  -0.269
C: 2.86 2.17 1.95  -0.269
C: -2.69 2.40 2.69  -0.532
C: -1.07 -4.53 -2.00  -0.069
H: -0.71 -1.60 0.61  0.078
H: -4.29 3.49 2.37  0.105
H: 2.08 1.20 0.41  0.055
H: 5.41 -3.71 -1.68  0.137
H: 0.52 2.99 -3.21  0.085
H: 1.78 0.83 -3.38  0.071
H: 1.78 -2.30 0.72  0.045
H: 1.86 0.65 3.23  0.092
H: -1.78 -3.33 4.21  0.082
H: 0.12 -2.74 -1.71  0.099
H: 3.06 -0.51 1.51  0.018
H: -1.50 -2.23 2.76  0.090
H: 0.16 -3.91 0.40  0.150
H: -3.14 0.33 0.78  0.042
H: 2.59 -1.06 -1.24  0.038
H: 4.29 -0.62 -0.89  0.148
H: -1.44 1.56 -3.37  0.202
H: -3.49 3.17 4.43  0.103
H: 3.77 2.24 2.45  0.086
H: -5.21 0.06 -1.15  0.073
H: -3.63 2.78 0.93  0.068
H: -3.71 4.18 -2.98  0.156
H: 5.82 -1.91 -1.52  0.134
H: -1.27 -0.06 1.36  0.067
H: -2.76 3.18 -3.97  0.108
H: 2.02 3.86 -3.23  0.108
H: -1.27 -4.29 -3.05  0.075
H: 2.37 2.03 -4.49  0.072
H: -0.19 -5.13 -2.04  0.049
H: 2.06 -3.13 2.19  0.070
H: -3.04 -0.30 -0.88  0.051
H: 0.81 2.03 2.43  0.050
H: -1.62 -2.46 -1.39  0.120
H: -2.07 2.16 4.57  0.160
H: -1.22 1.50 -1.47  0.045
H: -1.84 -3.91 1.48  0.029
H: -0.72 1.68 0.55  0.074
H: -0.26 -3.39 3.29  0.040
H: 2.69 3.14 1.52  0.099
H: 2.43 3.44 -1.09  0.095
H: 3.32 1.77 -3.01  0.080
H: -1.79 -5.21 -1.47  0.085
H: 1.78 2.40 3.87  0.088
H: -3.96 -1.06 0.27  0.079
H: 1.22 -1.68 2.27  0.054
H: 0.38 1.93 -0.81  0.076

Record 8
Below is C2H6ClO2P in the gas phase in a non-equilibrium geometry, with properties calculated with wB97M-V/def2-TZVPD.

Summary:
**SMILES**: C[C@H](O)OPCl
**E_HOMO**: -9.246 eV
**Energy above the lowest of the compared OMol25 structures with the same formula, charge and spin**: 200.6 kJ/mol
**Kohn-Sham gap**: 10.0 eV
**Charge**: 0

Last column: Löwdin charge in e.
Positions of all 12 atoms, in Å:
Cl: 3.14 -0.25 0.75  0.149
P: 1.93 -1.13 -0.57  0.423
O: 0.78 0.00 -0.81  -0.529
O: -0.77 1.73 -0.03  0.023
C: -1.37 -0.49 0.42  -0.059
C: -0.24 0.49 0.30  -0.430
H: -1.98 -0.46 -0.45  0.058
H: 2.74 -0.48 -1.64  -0.063
H: -1.16 -1.55 0.63  0.080
H: -2.29 -0.18 1.13  0.138
H: 0.41 0.61 1.17  0.116
H: -1.17 1.72 -0.89  0.094